C18H68N2O27S | ωB97M-V with the def2-TZVPD basis set

Geometry as XYZ:
```
116
Properties=species:S:1:pos:R:3:mulliken_charge:R:1
S 2.997 -2.851 2.512 -0.2161
O -0.118 -2.976 7.671 -0.6336
O 4.803 0.911 -0.862 -0.6695
O -1.227 -3.861 -5.553 -0.5650
O 7.638 1.116 5.729 -0.6396
O 8.528 0.769 2.716 -0.6635
O 0.348 -0.139 4.358 -0.5885
O -3.877 2.037 -1.753 -0.3761
O 4.057 0.409 2.388 -0.5776
O -0.917 -4.707 0.858 -0.5638
O -2.165 -1.290 3.341 -0.6775
O -0.756 1.904 1.663 -0.6364
O -4.269 -4.135 1.780 -0.6264
O -7.586 6.384 0.687 -0.6424
O -3.359 1.334 3.599 -0.6309
O 3.091 -5.394 0.379 -0.5377
O 5.518 -4.164 4.554 -0.5998
O 5.904 -2.845 -1.627 -0.5967
O 7.842 1.879 0.055 -0.7029
O -1.159 6.239 -3.263 -0.5595
O 2.392 -3.092 5.954 -0.6846
O -7.219 -0.657 -2.766 -0.6025
O -7.172 8.259 -1.672 -0.6213
O -1.855 6.753 -0.345 -0.6566
O -7.469 4.554 2.775 -0.6357
O 3.062 -1.122 -3.991 -0.4403
O -4.064 7.311 -2.492 -0.5954
O 10.741 1.618 -0.930 -0.6362
N -0.628 -2.452 1.785 1.0243
N 0.052 -3.096 2.825 -0.7942
C -2.473 -1.375 0.754 0.1239
C -3.767 -0.373 -1.319 0.4666
C -2.661 1.905 -2.532 0.0465
C -1.996 -2.563 -0.167 0.7005
C -1.834 -3.919 -2.531 -0.6493
C 2.066 -1.088 -2.942 -0.4370
C 0.698 -3.102 -2.049 0.0675
C -2.102 3.363 -2.993 -0.7466
C -3.371 -0.250 0.205 -0.6731
C -2.345 -2.688 -1.662 0.6977
C 1.336 -2.974 2.632 0.4520
C -1.825 -1.646 2.181 -0.0160
C -0.302 -4.329 -2.293 -0.7632
C 0.768 -2.038 -3.251 0.0385
C -3.264 -1.542 -2.242 -0.6941
C -4.703 0.835 -1.866 -0.7340
C -1.131 -3.482 0.810 -0.2077
C 3.997 -2.205 -3.775 -0.2550
H 1.983 -2.215 5.972 0.3882
H -7.183 5.816 1.362 0.3230
H -0.983 3.199 -3.208 0.3017
H -7.369 -1.609 -2.815 0.3085
H 3.385 0.735 3.000 0.3006
H 2.582 -1.501 -1.988 0.2131
H -7.891 -0.347 -2.146 0.3088
H -7.087 6.185 -0.116 0.3334
H -3.606 7.193 -1.648 0.3151
H -0.132 -1.311 -3.257 0.0079
H -0.901 6.902 -2.609 0.2894
H 10.699 2.351 -1.556 0.3001
H -1.584 -3.352 -6.292 0.2567
H -1.425 2.213 2.289 0.3436
H 0.050 -4.843 -3.271 0.4872
H -1.996 5.798 -0.396 0.3245
H 7.495 2.778 -0.011 0.3277
H 0.952 -2.517 -4.276 0.1913
H 4.900 -1.932 -3.122 -0.0313
H -1.123 -4.752 -5.911 0.2690
H 9.959 1.740 -0.374 0.3499
H 8.209 1.282 1.959 0.3767
H -3.488 1.235 4.550 0.3008
H 4.369 -2.525 -4.818 0.3133
H 8.794 1.439 3.358 0.3431
H -2.533 -4.812 -2.368 0.3536
H 4.931 0.000 -1.157 0.2856
H 1.740 -0.018 -2.662 0.2934
H -3.454 -4.638 1.910 0.3362
H -3.229 0.427 3.286 0.3032
H 3.228 -4.572 0.869 0.2601
H -0.207 -5.155 -1.488 0.2664
H 3.905 -5.893 0.525 0.2678
H 1.759 -3.560 -1.966 0.0951
H -1.787 1.421 -1.954 0.0987
H -3.720 0.590 0.887 0.2397
H -5.595 0.872 -1.159 0.2984
H 6.406 -3.040 -2.428 0.3113
H 4.664 0.831 0.093 0.3382
H 0.581 -3.343 7.112 0.3519
H 0.533 -2.525 -1.077 -0.1454
H -3.610 -1.543 -3.338 0.2724
H 3.901 -0.543 2.354 0.2699
H -0.372 -0.680 4.005 0.3945
H -0.907 -3.021 7.119 0.3052
H 7.940 0.373 6.266 0.3216
H -2.920 1.258 -3.452 0.2159
H -2.215 4.029 -2.060 -0.0115
H 4.737 -4.047 5.111 0.3221
H -0.906 0.953 1.612 0.2774
H -1.966 -3.621 -3.643 0.2720
H 5.476 -3.429 3.931 0.2738
H 6.312 -3.404 -0.953 0.2593
H 3.515 -3.142 -3.310 0.2628
H -7.943 8.204 -1.092 0.3195
H -5.083 0.657 -2.926 0.3687
H 7.128 1.327 -0.295 0.3254
H -8.140 4.856 3.400 0.3149
H -7.607 3.601 2.724 0.3089
H -2.674 3.784 -3.884 0.2866
H -4.844 7.836 -2.263 0.3047
H 0.007 0.763 4.315 0.2812
H 2.506 -3.276 5.013 0.2512
H -2.528 7.056 0.278 0.3005
H -7.531 8.104 -2.554 0.3108
H -4.127 -3.326 2.287 0.3222
H 7.291 0.699 4.928 0.3207
H -1.490 6.760 -4.004 0.2819
```

## Properties
LUMO level: -2.0030 eV
Kohn-Sham gap: 7.49 eV

=====

C23H12ClN6O4PtS | ωB97M-V with the def2-TZVPD basis set

Geometry as XYZ:
```
48
Properties=species:S:1:pos:R:3:mulliken_charge:R:1
Pt 0.713 0.879 0.005 0.5683
Cl 5.406 -1.979 -0.293 0.0292
S -5.746 4.552 -0.663 0.3203
O 4.244 -1.170 4.127 -0.4527
O 0.651 1.046 2.042 -0.5728
O 5.595 -2.142 2.651 -0.4631
O 1.818 0.429 3.868 -0.5805
N -5.467 2.982 -0.473 -0.6027
N 2.303 0.013 0.457 -0.1918
N -0.022 2.735 -0.374 0.0504
N 3.178 -0.573 -0.387 0.2610
N -1.288 0.553 -0.118 -0.1881
N -4.238 5.099 -0.726 -0.6047
C -1.178 5.230 -0.655 -0.5144
C -3.216 -0.794 0.118 -0.8670
C 3.373 0.506 -3.932 -0.5678
C 0.757 3.814 -0.432 0.0062
C 2.054 0.888 -4.170 -0.8769
C 1.666 0.463 2.686 0.8423
C -2.078 1.639 -0.287 0.2790
C 1.102 0.649 -3.208 -0.3764
C 2.673 -0.188 1.743 0.0333
C 3.799 -0.042 -2.703 -0.7420
C -3.463 1.563 -0.272 0.0064
C -1.994 4.092 -0.575 -0.0472
C -4.153 2.825 -0.446 0.7081
C 1.445 0.077 -1.936 -0.2724
C -1.831 -0.644 0.099 0.0615
C 3.817 -0.933 1.757 0.3218
C 4.138 -1.161 0.365 0.4914
C 0.193 5.080 -0.581 -0.8535
C -3.442 4.049 -0.593 0.7226
C 4.645 -1.474 2.913 0.3797
C -4.038 0.301 -0.067 -0.4714
C -1.367 2.863 -0.433 0.3014
C 2.868 -0.223 -1.733 0.7898
H 0.779 -0.778 -1.718 0.5486
H 0.851 5.937 -0.627 0.4861
H 4.114 0.649 -4.711 0.4557
H -1.164 -1.482 0.266 0.5246
H 0.055 0.832 -3.423 0.5694
H 1.779 1.316 -5.125 0.4709
H 3.449 -0.609 4.197 0.3760
H 1.828 3.671 -0.356 0.5254
H 4.845 -0.265 -2.542 0.4134
H -3.628 -1.779 0.290 0.4835
H -5.117 0.198 -0.042 0.6124
H -1.629 6.210 -0.760 0.6069
```

## Properties
LUMO level: -12.8738 eV
Energy above the lowest of the compared OMol25 structures with the same formula, charge and spin: 0.000 eV
Net charge: +3
Kohn-Sham gap: 4.91 eV

=====

C11H19BrFN3O3 | ωB97M-V with the def2-TZVPD basis set

Geometry as XYZ:
```
38
Properties=species:S:1:pos:R:3:mulliken_charge:R:1
Br -3.367 0.305 -1.748 -0.0139
F -0.799 1.153 -0.932 -0.3787
O -1.584 1.649 1.925 -0.6474
O 3.579 -0.010 -0.162 -0.6736
O -3.819 1.865 2.096 -0.7244
N 4.349 2.094 -0.165 -0.1734
N -2.794 -2.293 1.189 0.0407
N -3.814 -2.537 -0.971 -0.6928
C -2.333 -0.524 -0.268 0.3094
C 3.327 1.206 -2.207 -1.4142
C 3.758 1.035 -0.770 0.8448
C -3.006 -0.045 1.045 -0.0783
C -2.758 1.338 1.738 0.0789
C -2.941 -1.223 1.889 -0.4864
C 0.234 -1.729 1.251 -1.3277
C 0.164 -0.359 0.545 0.2043
C 4.632 3.405 -0.720 -0.8121
C -0.864 -0.180 -0.561 -0.1770
C -2.659 -2.054 -0.243 0.0282
H 4.303 3.462 -1.751 0.3100
H 1.280 -1.951 1.442 0.4572
H 1.131 -0.228 0.073 -0.1819
H -0.160 -2.556 0.669 0.2370
H 0.071 0.424 1.287 0.3750
H 4.117 4.176 -0.146 0.2834
H 2.594 2.008 -2.298 0.3742
H 5.704 3.606 -0.684 0.2844
H 2.874 0.277 -2.540 0.2883
H 4.183 1.429 -2.845 0.4728
H -4.079 -0.012 0.812 0.5985
H -2.994 -1.248 2.967 0.4921
H -4.090 -3.436 -0.589 0.2490
H -1.772 -2.600 -0.576 0.3180
H -3.549 -2.714 -1.930 0.2897
H -2.743 -3.220 1.586 0.2734
H -0.230 -1.674 2.232 0.2514
H 4.607 1.918 0.793 0.2320
H -0.551 -0.758 -1.436 0.4891
```

## Properties
LUMO level: -0.9176 eV
Energy above the lowest of the compared OMol25 structures with the same formula, charge and spin: 0.000 eV
Kohn-Sham gap: 7.35 eV

=====

C2H3NOS | ωB97M-V with the def2-TZVPD basis set

Geometry as XYZ:
```
8
Properties=species:S:1:pos:R:3:mulliken_charge:R:1
S 1.636 -0.907 0.567 -0.3563
O 1.068 2.075 -0.987 -0.3065
N -0.458 0.457 -0.131 -0.0855
C 0.575 1.143 -0.495 0.3150
C -0.200 -0.870 0.384 -0.3703
H -0.520 -1.633 -0.331 0.2521
H -0.693 -1.027 1.345 0.2789
H -1.409 0.761 -0.352 0.2727
```

## Properties
LUMO level: -0.4196 eV
Energy above the lowest of the compared OMol25 structures with the same formula, charge and spin: 1.410 eV
Kohn-Sham gap: 7.91 eV

=====

The records above yield HOMO level values of -9.494 -17.786 -8.264 -8.327 eV, respectively.